1.
{
  "formula": "C20H19N3O7S2",
  "method": "the ωB97M-V functional and the def2-TZVPD basis",
  "symbols": ["C", "C", "H", "H", "O", "C", "O", "C", "N", "C", "N", "C", "O", "C", "O", "C", "C", "C", "C", "C", "C", "O", "C", "H", "H", "H", "H", "H", "H", "H", "S", "C", "C", "C", "C", "C", "C", "H", "H", "S", "O", "O", "N", "H", "H", "H", "H", "H", "H", "H", "H"],
  "xyz": [[-3.502246, -2.914894, 0.144056], [-2.437024, -2.042505, 0.777718], [-2.099276, -2.443147, 1.739729], [-2.814677, -1.028055, 0.937086], [-1.315309, -1.976166, -0.113209], [-0.193589, -1.472775, 0.366117], [-0.016826, -1.098373, 1.493472], [0.905371, -1.504388, -0.707316], [1.747438, -0.343093, -0.574178], [1.155966, 0.862609, -0.485269], [-0.133234, 0.989223, -0.533096], [-0.593461, 2.253805, -0.389721], [0.131691, 3.231276, -0.272947], [-2.103595, 2.330121, -0.287913], [-2.669447, 1.322645, -1.092685], [-3.927004, 0.927388, -0.726784], [-4.629381, 0.103127, -1.598568], [-5.912968, -0.304984, -1.291399], [-6.513000, 0.114355, -0.114614], [-5.818862, 0.921096, 0.766380], [-4.522130, 1.323465, 0.473891], [-3.854593, 2.106511, 1.382835], [-2.462504, 2.114264, 1.191867], [-2.063568, 2.925647, 1.802196], [-2.023673, 1.160339, 1.518756], [-6.258830, 1.255233, 1.692270], [-7.520513, -0.191235, 0.120701], [-6.449290, -0.943144, -1.976677], [-4.145516, -0.192502, -2.515851], [-2.457630, 3.321541, -0.606036], [2.288379, 2.172183, -0.283137], [3.598602, 0.999166, -0.300930], [4.956420, 1.241444, -0.178953], [5.810883, 0.160827, -0.218582], [5.353139, -1.136751, -0.379519], [4.000099, -1.387731, -0.507025], [3.118442, -0.311987, -0.461025], [3.645721, -2.397292, -0.640256], [6.077798, -1.933327, -0.417597], [7.561214, 0.436384, -0.022499], [8.279023, -0.687551, -0.546600], [7.888193, 1.758338, -0.465335], [7.687241, 0.393190, 1.654337], [7.951259, 1.286441, 2.036812], [8.301961, -0.339869, 1.968001], [5.349545, 2.238298, -0.071089], [0.424071, -1.520676, -1.688749], [1.501873, -2.406900, -0.569077], [-3.802037, -2.493714, -0.811045], [-3.124573, -3.921372, -0.014460], [-4.369582, -2.956506, 0.795905]],
  "forces_ev_per_a": [[0.4, 0.2, 0.0], [-0.3, -0.1, 0.4], [-0.1, 0.1, -0.1], [0.1, -0.1, 0.0], [-0.1, -0.3, -0.4], [0.4, 0.0, 0.1], [0.0, -0.1, 0.1], [-0.5, -0.2, 0.0], [-0.2, -0.1, 0.0], [0.0, 0.9, 0.1], [0.0, -0.6, -0.2], [-0.1, 0.0, -0.2], [-0.5, 0.5, 0.1], [-0.1, 0.5, 0.5], [-0.2, -0.2, 0.0], [-0.1, 0.1, 0.0], [0.1, 0.2, 0.1], [0.0, 0.0, -0.1], [-0.1, 0.0, 0.1], [0.2, 0.1, 0.0], [0.1, 0.0, 0.0], [-0.5, 0.0, -0.2], [0.5, -0.1, -0.2], [0.0, -0.1, -0.1], [0.0, 0.1, 0.0], [0.0, 0.0, 0.1], [-0.1, 0.0, 0.0], [0.0, -0.1, -0.1], [0.1, 0.0, -0.1], [0.1, -0.2, 0.0], [0.6, -0.3, 0.0], [-0.2, -0.3, 0.0], [-0.3, 0.0, -0.1], [0.6, 0.1, -0.1], [0.0, -0.1, 0.0], [-0.1, 0.1, 0.0], [0.8, 0.2, 0.1], [0.0, -0.1, 0.0], [0.0, -0.2, 0.0], [0.1, -0.1, 0.7], [-0.3, -0.2, 0.2], [-0.3, 0.1, 0.2], [-0.1, 0.0, -0.7], [0.0, 0.3, 0.0], [0.1, -0.2, -0.1], [0.0, 0.2, 0.0], [0.1, 0.0, 0.1], [-0.1, 0.1, 0.0], [-0.1, 0.0, -0.1], [0.0, -0.1, 0.0], [-0.1, 0.0, 0.1]],
  "mulliken_charge": [-1.410, 0.318, 0.413, -0.176, -0.236, 0.450, -0.606, -0.525, 0.357, 0.361, -0.300, 0.145, -0.700, 0.516, -0.364, 0.340, -0.602, -0.503, -0.517, -0.834, 0.845, -0.469, -0.745, 0.300, 0.354, 0.465, 0.401, 0.410, 0.435, 0.431, -0.247, 0.687, -0.883, 0.323, -0.892, -0.929, 0.551, 0.338, 0.468, 1.245, -0.666, -0.657, -0.509, 0.268, 0.266, 0.455, 0.255, 0.329, 0.263, 0.375, 0.407],
  "multiplicity": 1,
  "smiles": "CCOC(=O)Cn1/c(=N/C(=O)[C@@H]2COc3ccccc3O2)sc2cc(S(N)(=O)=O)ccc21",
  "e_homo_ha": -0.312,
  "gap_ev": 8.63
}



2.
{
  "formula": "C4H5NOS",
  "method": "the ωB97M-V functional and the def2-TZVPD basis",
  "symbols": ["C", "C", "C", "C", "H", "H", "H", "H", "H", "N", "O", "S"],
  "xyz": [[1.471408, 0.042277, -0.163080], [0.438709, 0.872190, -0.209860], [-1.064617, 0.889773, 0.039827], [-1.990564, -0.028120, 0.579820], [0.558607, -1.789314, -0.007550], [2.186106, -1.810699, -0.921526], [2.424463, 0.495852, -0.562239], [0.853524, 1.938647, -0.259201], [-2.589546, 0.100751, 1.816090], [1.340419, -1.282792, 0.390648], [-1.583504, 1.984813, -0.311503], [-2.045003, -1.413381, -0.391423]],
  "forces_ev_per_a": [[-1.0, -0.8, 0.6], [-0.1, 2.6, 0.7], [1.7, 5.6, -1.3], [-1.8, -4.7, 2.6], [-0.9, 0.5, 0.2], [-2.0, 0.7, 3.9], [-0.8, -1.1, 1.2], [-1.4, -1.3, -0.6], [1.9, -0.1, -4.4], [4.6, -1.0, -5.5], [0.5, -2.3, 0.8], [-0.7, 2.0, 1.9]],
  "mulliken_charge": [-0.042, -0.140, 0.456, -0.251, 0.248, 0.286, 0.285, 0.189, 0.294, -0.627, -0.504, -0.196],
  "relative_energy_ev": 7.0284,
  "multiplicity": 1,
  "e_homo_ha": -0.348,
  "gap_ev": 7.99
}



3.
{
  "formula": "C5H14",
  "method": "the ωB97M-V functional and the def2-TZVPD basis",
  "symbols": ["C", "C", "H", "H", "H", "H", "H", "H", "C", "C", "C", "H", "H", "H", "H", "H", "H", "H", "H"],
  "xyz": [[0.204224, 2.988069, -1.040409], [-0.771066, 2.596859, 0.067115], [-0.321328, 3.512656, -1.834614], [1.055598, 3.609508, -0.764766], [0.596139, 2.068394, -1.476806], [-1.391649, 3.432049, 0.387973], [-0.310309, 2.226270, 0.990161], [-1.317785, 1.720001, -0.283219], [0.410657, -1.578763, 0.757748], [-0.400819, -2.855195, 1.031157], [0.628375, -1.331008, -0.752004], [-0.124643, -0.704100, 1.121364], [1.336614, -1.715280, 1.233671], [-1.264530, -2.700472, 1.673743], [-0.022063, -0.550801, -1.136659], [1.615724, -0.905996, -0.949914], [0.198690, -3.558789, 1.620403], [-0.629445, -3.375631, 0.108213], [0.454627, -2.237698, -1.326518]],
  "forces_ev_per_a": [[0.1, -0.3, -0.1], [0.5, -0.2, 0.4], [-0.1, 0.0, -0.1], [-0.1, 0.0, 0.3], [0.2, 0.1, -0.1], [-0.4, -0.2, -0.2], [0.4, 0.2, -0.2], [-0.6, 0.4, 0.0], [-1.5, -0.1, -1.3], [0.5, -0.3, 0.7], [0.3, 0.4, 0.3], [0.3, 0.0, 0.5], [1.3, 0.3, 0.7], [-0.4, 0.1, -0.4], [-0.5, -0.1, 0.0], [0.1, -0.4, 0.0], [0.1, 0.0, -0.2], [-0.5, 0.0, 0.0], [0.3, 0.0, -0.2]],
  "mulliken_charge": [-0.728, -0.784, 0.261, 0.289, 0.187, 0.328, 0.236, 0.225, -0.162, -0.957, -0.945, 0.140, 0.343, 0.295, 0.148, 0.276, 0.251, 0.248, 0.347],
  "relative_energy_ev": 0.4867,
  "multiplicity": 1,
  "smiles": "CCC.CC",
  "e_homo_ha": -0.417,
  "gap_ev": 12.51
}



4.
{
  "formula": "C4H2N2S2",
  "method": "the ωB97M-V functional and the def2-TZVPD basis",
  "symbols": ["N", "N", "C", "C", "S", "S", "C", "C", "H", "H"],
  "xyz": [[0.808519, -3.914459, -1.864383], [-0.935598, 3.953433, 1.872279], [0.975761, -2.784227, -1.660226], [-0.983369, 2.803554, 1.623892], [1.433995, -1.079015, -1.250004], [-1.348289, 1.074613, 1.295949], [-0.047115, -0.530482, -0.402146], [0.056965, 0.476000, 0.436621], [-0.997317, -0.969466, -0.645929], [1.036450, 0.970050, 0.593946]],
  "forces_ev_per_a": [[0.1, 1.3, 0.1], [0.0, -3.0, -0.6], [0.5, 1.0, 0.7], [-0.3, 0.8, 0.0], [-1.2, -2.1, -0.5], [0.1, 1.8, 0.7], [0.4, -0.5, -0.5], [1.2, 1.3, 0.2], [-0.1, -0.3, -0.2], [-0.8, -0.3, 0.2]],
  "mulliken_charge": [-0.361, -0.365, 0.279, 0.279, -0.023, -0.027, -0.215, -0.218, 0.356, 0.296],
  "relative_energy_ev": 0.9852,
  "multiplicity": 1,
  "smiles": "N#CS/C=C/SC#N",
  "e_homo_ha": -0.353,
  "gap_ev": 9.46
}



5.
{
  "formula": "C8H20IrN2O3Se2",
  "method": "the ωB97M-V functional and the def2-TZVPD basis",
  "symbols": ["Ir", "N", "C", "C", "C", "N", "H", "H", "H", "H", "H", "H", "H", "H", "H", "H", "O", "C", "C", "C", "O", "C", "Se", "C", "Se", "H", "H", "H", "H", "H", "H", "H", "H", "H", "H", "O"],
  "xyz": [[-0.027959, -0.560677, -1.800990], [-0.686438, -2.912992, -1.919550], [-2.116861, -3.173654, -2.154203], [-3.034169, -2.538075, -1.120792], [-3.254055, -1.034030, -1.189818], [-2.105609, -0.229882, -0.731561], [-0.171687, -3.225940, -2.716687], [-0.361423, -3.421505, -1.102652], [-2.320616, -4.249867, -2.156188], [-2.349934, -2.788802, -3.148733], [-2.721021, -2.826584, -0.110353], [-4.019324, -2.990808, -1.267883], [-4.135050, -0.806170, -0.580687], [-3.466837, -0.726871, -2.215020], [-1.948004, -0.376183, 0.261113], [-2.313375, 0.762644, -0.900254], [4.093127, 2.151547, 1.822732], [2.754834, 2.175805, 2.296797], [1.842229, 1.516475, 1.251137], [0.413836, 1.549361, 1.795603], [-0.093269, 2.869351, 1.971703], [1.979406, 2.366362, -0.017278], [0.807950, 2.010120, -1.521315], [2.310676, 0.065673, 1.096268], [1.143239, -1.310106, 0.300222], [4.665152, 2.572780, 2.465644], [2.424932, 3.207981, 2.459430], [2.667454, 1.623956, 3.241708], [0.365946, 0.976845, 2.728057], [-0.236702, 1.054723, 1.074562], [0.042470, 3.148652, 2.877173], [2.984075, 2.244390, -0.428610], [1.849661, 3.419147, 0.228876], [2.483858, -0.337995, 2.095506], [3.265010, 0.047642, 0.574969], [-0.731523, -0.253317, -3.458927]],
  "forces_ev_per_a": [[0.0, 0.5, -0.1], [-0.7, -0.2, 0.5], [0.1, 0.0, 0.0], [-0.1, 0.0, 0.0], [0.1, 0.1, 0.0], [-0.3, 0.4, -0.2], [0.5, -0.2, -0.4], [0.1, 0.0, 0.0], [0.0, 0.0, -0.1], [0.0, 0.0, 0.0], [0.0, 0.0, 0.0], [0.0, 0.0, 0.1], [0.0, 0.1, -0.1], [0.0, -0.1, 0.0], [0.1, 0.1, 0.0], [0.2, -0.5, 0.3], [0.0, -0.1, -0.1], [0.0, 0.0, 0.0], [-0.1, 0.1, 0.1], [0.0, 0.0, -0.1], [-0.1, 0.0, -0.1], [0.0, -0.1, 0.0], [-0.1, -0.1, -0.1], [0.0, -0.1, 0.0], [0.0, 0.0, -0.1], [0.1, 0.1, 0.1], [0.0, 0.0, 0.0], [0.0, 0.0, 0.0], [0.0, 0.0, 0.0], [0.0, 0.0, 0.0], [0.1, 0.0, 0.1], [0.0, 0.0, 0.0], [0.0, 0.0, 0.0], [0.1, 0.0, 0.0], [0.0, 0.0, 0.0], [0.2, -0.1, 0.4]],
  "lowdin_spin": [2.447, 0.127, 0.008, 0.001, 0.009, 0.124, 0.005, 0.002, 0.005, 0.001, 0.000, 0.000, 0.005, 0.001, 0.003, 0.002, 0.002, 0.001, 0.008, 0.011, 0.004, 0.107, 0.898, 0.020, 0.156, 0.000, 0.001, 0.000, 0.001, 0.008, 0.000, 0.022, 0.011, 0.001, 0.003, 1.008],
  "relative_energy_ev": 0.0805,
  "multiplicity": 6,
  "e_homo_ha": [-0.209, -0.280],
  "gap_ev": [6.20, 5.91]
}



Values of energy, in order: -2260.89464 -683.34963 -198.87127 -1059.42775 -5559.09668, all in Ha.